Record 1
9
Properties=species:S:1:pos:R:3:mulliken_charge:R:1 method="wB97M-V/def2-TZVPD" relative_energy_kj_mol=237.9 gap_ev="4.240 / 4.249" e_homo_ev="3.793 / 3.782" lumo_ha="0.2952 / 0.2951" total_energy_ha=-300.13730 total_charge=-2
C -0.1315 -0.5860 0.1955 -0.68
N -1.0133 1.1342 -0.7154 -0.47
N 1.2476 -0.5892 0.1496 0.00
O -2.3809 1.0749 -0.5525 -0.68
O 2.3751 -0.0503 0.7488 -0.88
H -0.6560 -1.2703 -0.4136 0.26
H -0.5164 -0.4629 1.2638 0.24
H -0.4478 1.7306 0.0385 0.07
H 1.5234 -0.9809 -0.7146 0.13


Record 2
9
Properties=species:S:1:pos:R:3:mulliken_charge:R:1 method="wB97M-V/def2-TZVPD" relative_energy_kj_mol=501.6 gap_ev=9.085 e_homo_ev=-8.860 lumo_ha=0.0083 total_energy_ha=-300.29660
C -1.0137 -0.2072 -0.3913 -0.71
N 0.9572 0.1972 0.8661 0.17
N 0.5026 -0.1868 -0.2442 0.57
O 2.1494 0.3080 1.2062 -0.56
O 1.2647 -0.5053 -1.2797 -0.60
H -1.2869 -1.0943 -1.0173 0.28
H -1.1753 0.7464 -1.1436 0.29
H -1.6027 0.1543 0.4451 0.31
H 0.2048 0.5878 1.5587 0.26


Record 3
9
Properties=species:S:1:pos:R:3:mulliken_charge:R:1 method="wB97M-V/def2-TZVPD" relative_energy_kj_mol=602.7 gap_ev="8.816 / 8.219" e_homo_ev="-9.173 / -8.924" lumo_ha="-0.0131 / -0.0259" total_energy_ha=-300.25811
C 0.9795 -0.3336 0.2943 -0.62
N 0.0113 0.9031 -0.6287 0.45
O 0.3566 2.0541 -0.3854 -0.56
N -1.0405 0.4570 0.0509 -0.21
O -1.4922 -0.7282 -0.5069 -0.38
H 1.9198 0.0582 -0.0738 0.29
H 0.7277 -1.3137 -0.0900 0.33
H 0.8521 -0.2059 1.3639 0.29
H -2.3143 -0.8910 -0.0244 0.41


Record 4
9
Properties=species:S:1:pos:R:3:mulliken_charge:R:1 method="wB97M-V/def2-TZVPD" relative_energy_kj_mol=493.9 smiles="[H]/N=[N+](/[O-])OC" gap_ev=10.686 e_homo_ev=-10.460 lumo_ha=0.0083 total_energy_ha=-300.29955
H -1.4404 -2.1408 -1.5724 0.27
N -0.7203 -1.6415 -2.0348 -0.74
N -0.0581 -0.9083 -1.3539 1.03
O 1.2164 -0.4908 -1.7862 -0.57
O -0.5471 -0.4358 -0.0468 -0.27
C 0.3804 0.3207 0.6134 -0.54
H 0.7446 -0.3225 1.5133 0.22
H 0.0499 1.3421 0.7776 0.25
H 1.2444 0.3151 -0.0258 0.35


Record 5
9
Properties=species:S:1:pos:R:3:mulliken_charge:R:1 method="wB97M-V/def2-TZVPD" relative_energy_kj_mol=476.2 gap_ev=9.960 e_homo_ev=-9.915 lumo_ha=0.0017 total_energy_ha=-300.30626
C 1.3432 -0.4200 0.0233 0.12
N -1.4720 0.9892 -0.3417 -0.39
N 0.1207 -0.3644 0.6125 -0.25
O 1.8091 0.4048 -0.7246 -0.52
O -0.8042 0.5780 0.8112 -0.15
H 1.8186 -1.3126 0.2490 0.35
H -0.8974 1.5318 -0.9026 0.27
H -1.6251 0.1829 -0.9055 0.27
H -0.2930 -1.5897 1.1785 0.31


Record 6
9
Properties=species:S:1:pos:R:3:mulliken_charge:R:1 method="wB97M-V/def2-TZVPD" relative_energy_kj_mol=279.7 smiles="NNOC=O" gap_ev=10.829 e_homo_ev=-10.001 lumo_ha=0.0304 total_energy_ha=-300.38113
N -1.1537 0.8475 -0.1077 -0.31
N 0.0574 1.0121 -0.4079 -0.19
O 0.8393 -0.3574 -0.6304 -0.32
C 1.0200 -1.0651 0.4484 0.19
O 1.1686 -2.2490 0.3485 -0.48
H -1.6808 0.2207 -0.6479 0.21
H -1.5627 0.7880 0.8928 0.27
H 0.2656 1.4445 -1.3890 0.29
H 1.0464 -0.6414 1.4931 0.33


Record 7
9
Properties=species:S:1:pos:R:3:mulliken_charge:R:1 method="wB97M-V/def2-TZVPD" relative_energy_kj_mol=382.4 gap_ev=8.853 e_homo_ev=-8.499 lumo_ha=0.0130 total_energy_ha=-300.34199
O 0.5811 -0.4576 1.8444 -0.36
N 0.5209 -1.3481 0.8238 -0.35
C 0.2523 -0.8947 -0.3645 0.01
N -0.2083 0.2788 -0.8250 -0.17
O -0.1051 1.4620 -0.1190 -0.46
H 0.0510 0.3363 1.6710 0.34
H 0.0481 -1.6235 -1.0131 0.35
H -0.0586 0.4357 -1.8347 0.25
H -1.0813 1.8112 -0.1828 0.38


Record 8
9
Properties=species:S:1:pos:R:3:mulliken_charge:R:1 method="wB97M-V/def2-TZVPD" relative_energy_kj_mol=278.8 gap_ev=11.064 e_homo_ev=-10.208 lumo_ha=0.0315 total_energy_ha=-300.38146
H -2.8746 0.7022 0.4726 0.27
N -2.6316 -0.2182 -0.0418 -0.43
N -1.4958 -0.5340 -0.2002 0.12
O -0.5580 0.2870 0.5329 -0.23
C 0.7556 0.2872 -0.0307 -0.11
O 1.5273 -0.8202 0.1711 -0.50
H 1.1304 1.1050 0.4565 0.28
H 0.9535 0.6041 -1.0895 0.28
H 0.9754 -1.6085 0.0617 0.32


Record 9
9
Properties=species:S:1:pos:R:3:mulliken_charge:R:1 method="wB97M-V/def2-TZVPD" relative_energy_kj_mol=382.8 gap_ev=9.853 e_homo_ev=-9.806 lumo_ha=0.0017 total_energy_ha=-300.34186
H -0.5921 -1.4479 0.5779 0.27
N -0.6104 -0.6058 0.0269 -0.43
N -1.2819 0.2141 0.6729 0.39
O -1.6961 0.0872 1.8516 -0.53
H -1.3924 1.2589 0.2781 0.31
C 1.3690 0.1299 -0.8006 -0.03
O 1.7924 0.8045 0.0719 -0.42
H 1.2988 -0.9183 -0.7836 0.22
H 1.1127 0.4773 -1.8951 0.23


Record 10
9
Properties=species:S:1:pos:R:3:lowdin_spin:R:1 method="wB97M-V/def2-TZVPD" relative_energy_kj_mol=198.0 multiplicity=3 s_squared=2.008 gap_ev="6.507 / 9.401" e_homo_ev="-5.623 / -10.619" lumo_ha="0.0325 / -0.0447" total_energy_ha=-300.27012
C 0.9171 0.0531 0.2485 0.50
N 0.9333 -1.1080 -0.4498 0.11
N -0.9037 0.8223 -0.4033 0.85
O 1.5628 0.5497 1.0468 0.27
O -1.7403 0.9117 0.7851 0.21
H 0.0414 -1.1467 -0.8805 0.00
H 1.6538 -1.7827 -0.6791 0.03
H -0.5042 1.7458 -0.6776 0.02
H -1.9602 -0.0451 1.0098 0.00


Record 11
10
Properties=species:S:1:pos:R:3:mulliken_charge:R:1 method="wB97M-V/def2-TZVPD" relative_energy_kj_mol=558.0 gap_ev=9.135 e_homo_ev=-9.180 lumo_ha=-0.0016 total_energy_ha=-698.46281
C -0.4212 0.5038 -0.2101 0.48
H 2.0729 -0.2783 0.3309 0.33
H 0.9401 1.9557 0.0732 0.33
H 0.3711 -1.5493 -0.6230 0.32
H -2.2063 -0.9028 0.5623 0.32
N 0.7296 1.1487 -0.7267 -0.20
N -0.4882 -0.8759 -0.1961 -0.24
O 1.9910 0.5182 -0.5961 -0.44
O -1.4622 -1.6351 0.6147 -0.35
S -1.5267 1.1150 0.7710 -0.55


Record 12
10
Properties=species:S:1:pos:R:3:mulliken_charge:R:1 method="wB97M-V/def2-TZVPD" relative_energy_kj_mol=287.3 gap_ev=9.759 e_homo_ev=-9.260 lumo_ha=0.0183 total_energy_ha=-698.56590
C 0.0661 1.2151 -0.0157 -0.15
N 0.0749 2.0330 -1.0695 -0.30
N 0.5613 -0.0474 -0.1817 -0.24
O -1.5999 -1.2466 0.5712 -0.49
O 0.4754 -2.3552 1.5906 -0.62
S -0.3738 -0.7272 1.1563 0.73
H -0.1398 -2.9843 2.0112 0.32
H -0.4142 3.0166 -1.1187 0.27
H 0.4672 1.6378 -2.0035 0.22
H 0.8829 -0.5418 -0.9403 0.26


Record 13
10
Properties=species:S:1:pos:R:3:lowdin_spin:R:1 method="wB97M-V/def2-TZVPD" relative_energy_kj_mol=523.3 multiplicity=3 s_squared=2.011 gap_ev="4.781 / 5.857" e_homo_ev="-4.369 / -9.709" lumo_ha="0.0151 / -0.1416" total_energy_ha=-698.32194
C 1.1632 -1.9029 -0.1048 0.51
N -0.9989 1.3371 1.2994 0.27
N 0.4665 -0.9546 0.2313 0.40
O -0.0190 0.0159 -0.6477 0.38
O -0.8127 2.2815 -0.9325 0.04
S -1.3579 0.9923 -0.1017 0.30
H 1.6273 -2.5544 0.6424 0.04
H 1.5610 -2.2391 -1.0933 0.04
H -1.5709 0.9769 2.1144 0.01
H -0.0586 2.0472 -1.4075 0.01


Record 14
10
Properties=species:S:1:pos:R:3:lowdin_spin:R:1 method="wB97M-V/def2-TZVPD" relative_energy_kj_mol=169.7 multiplicity=3 s_squared=2.009 gap_ev="7.313 / 7.399" e_homo_ev="-6.678 / -11.203" lumo_ha="0.0233 / -0.1398" total_energy_ha=-698.45662
C -0.7409 -0.8476 -0.3887 0.62
N -1.1837 0.1756 -0.9190 0.90
N 0.6954 1.2652 0.7495 0.03
O 1.7932 -0.6975 -0.4680 0.11
O 0.7175 -0.8346 1.9946 0.09
S 0.7738 -0.3933 0.6107 0.10
H -0.7603 -1.8755 -0.9060 0.09
H -1.7201 0.0594 -1.8342 0.06
H 0.4440 1.5147 -0.1975 0.01
H -0.0188 1.6339 1.3586 0.00


Record 15
10
Properties=species:S:1:pos:R:3:mulliken_charge:R:1 method="wB97M-V/def2-TZVPD" relative_energy_kj_mol=465.6 gap_ev="8.943 / 8.270" e_homo_ev="-9.325 / -9.345" lumo_ha="-0.0140 / -0.0395" total_energy_ha=-375.48993
C 0.0324 0.2625 -1.2498 -0.39
N 0.8998 -0.5073 1.3683 -0.09
N -1.0958 0.2780 -0.4347 0.86
O -0.9701 0.8832 0.6389 -0.59
O -2.0836 -0.3601 -0.7354 -0.59
O 0.7855 -1.0523 0.2346 -0.33
H 0.7367 1.0636 -1.1230 0.28
H -0.0197 -0.3251 -2.1464 0.31
H 0.0664 -0.4157 1.9512 0.30
H 1.6483 0.1732 1.4963 0.25


Record 16
11
Properties=species:S:1:pos:R:3:mulliken_charge:R:1 method="wB97M-V/def2-TZVPD" relative_energy_kj_mol=382.6 gap_ev=9.165 e_homo_ev=-9.507 lumo_ha=-0.0126 total_energy_ha=-773.78011
C 1.0245 0.8637 -0.1677 -0.35
N 2.1702 0.8124 0.4363 -0.17
N -0.0366 0.2065 0.4111 -0.06
O -1.0863 -1.9538 -1.0139 -0.61
O -1.5947 0.8633 -1.5780 -0.39
O -2.4945 -0.0786 0.5865 -0.49
S -1.4347 0.0937 -0.3751 0.98
H -2.0527 -1.9419 -0.9307 0.32
H 2.9087 1.3164 0.0805 0.25
H 2.4446 0.2873 1.3355 0.21
H 0.1515 -0.4689 1.2154 0.31


Record 17
11
Properties=species:S:1:pos:R:3:mulliken_charge:R:1 method="wB97M-V/def2-TZVPD" relative_energy_kj_mol=510.0 gap_ev="8.713 / 8.710" e_homo_ev="-9.624 / -9.623" lumo_ha="-0.0335 / -0.0336" total_energy_ha=-450.70272
C -1.7282 0.7601 -0.4013 -0.07
N 0.3244 -1.5425 1.0606 1.16
N -0.7989 -0.6583 1.0416 -0.66
O 0.4302 -1.9896 2.1405 -0.60
O 1.0179 -1.6100 0.0746 -0.60
O 1.7910 1.1436 -0.6174 -0.63
O -0.8041 0.0521 -0.0962 0.20
H 2.3059 0.3153 -0.6227 0.32
H -2.7153 0.7272 0.2417 0.28
H -1.6238 1.4859 -1.2461 0.27
H 1.8010 1.3162 -1.5753 0.31


Record 18
9
Properties=species:S:1:pos:R:3:mulliken_charge:R:1 method="wB97M-V/def2-TZVPD" relative_energy_kj_mol=106.8 gap_ev=8.490 e_homo_ev=-12.639 lumo_ha=-0.1525 total_energy_ha=-249.16647 total_charge=+1
Rb 4.7049 -1.1045 2.0062 0.99
C -0.0667 -0.0242 -0.3074 0.70
O 1.0563 -0.3416 -0.5657 -0.68
N -1.0746 -0.8270 -0.0086 -0.38
N -0.4907 1.1962 -0.4056 -0.38
H -0.8814 -1.8139 0.0849 0.21
H -1.9942 -0.4182 0.0773 0.17
H 0.2080 1.8953 -0.6133 0.21
H -1.4616 1.4379 -0.2678 0.16


Record 19
9
Properties=species:S:1:pos:R:3:mulliken_charge:R:1 method="wB97M-V/def2-TZVPD" relative_energy_kj_mol=483.2 gap_ev=9.150 e_homo_ev=-8.991 lumo_ha=0.0058 total_energy_ha=-623.27515
O 1.5686 -0.9791 0.0805 -0.47
N 1.5117 0.4644 0.0950 -0.35
C 0.2136 0.7316 -0.2179 -0.02
N -0.7745 -0.2445 -0.7881 -0.35
S -2.4105 -0.2833 0.0672 -0.14
H 2.6610 -0.8089 0.4220 0.42
H -0.1677 1.7849 -0.3164 0.36
H -0.2768 -1.1720 -0.7599 0.38
H -2.3254 0.5070 1.4176 0.17


Record 20
9
Properties=species:S:1:pos:R:3:mulliken_charge:R:1 method="wB97M-V/def2-TZVPD" relative_energy_kj_mol=344.7 gap_ev=9.037 e_homo_ev=-8.638 lumo_ha=0.0147 total_energy_ha=-623.32790
C 1.4945 -0.6237 -0.1109 0.66
N 1.7256 -1.2419 0.8667 -0.42
N -0.6209 -0.0426 0.7891 -0.62
O 1.3197 -0.1057 -1.1197 -0.51
S -1.5232 -0.5558 -0.4454 0.00
H -0.4680 -0.7851 -1.3691 0.21
H 1.6101 -1.2461 1.8288 0.29
H -0.8089 0.9355 0.8725 0.19
H -1.6373 -2.0530 -0.2182 0.20